Record 1
{"formula": "C2H5F2N2O", "method": "ωB97M-V with the def2-TZVPD basis set", "symbols": ["F", "C", "N", "F", "H", "O", "H", "H", "C", "H", "N", "H"], "positions_angstrom": [[-3.02328, 1.23225, 0.98292], [-3.04863, -0.04482, 0.75593], [1.27373, -0.66176, -1.02796], [-1.94290, -0.74149, 0.66306], [0.56699, 1.25826, 1.47676], [2.65961, -0.24919, -1.27854], [1.08215, -1.58025, -1.28514], [2.02363, 1.00487, 0.55502], [0.57032, -0.09247, -0.06387], [2.81833, -0.40477, -2.29744], [1.09650, 0.81641, 0.74322], [-4.07643, -0.53705, 0.77606]], "forces_ev_per_a": [[0.843, -1.476, -0.229], [-0.954, -0.584, -0.180], [0.833, 2.654, 0.772], [-1.916, 1.468, 0.282], [0.182, 0.067, -0.174], [-0.845, -0.916, -2.046], [-0.343, -1.702, -0.655], [2.539, 1.040, 0.171], [1.096, -0.143, 0.207], [-0.668, 0.549, 2.787], [-2.460, -1.405, -1.049], [1.693, 0.448, 0.114]], "fmax_ev_per_a": 3.0, "total_charge": 1, "e_homo_ev": [-14.02, -11.79], "gap_ev": [8.9, 3.9], "de_lowest_kcal_mol": 107.73, "e_lumo_ev": [-5.12, -7.86]}

***

Record 2
{"formula": "C2H5F2NS", "method": "ωB97M-V with the def2-TZVPD basis set", "symbols": ["C", "H", "H", "F", "C", "H", "H", "H", "S", "F", "N"], "positions_angstrom": [[-0.73141, 0.94456, -0.13508], [-0.11317, -1.72093, 0.51306], [0.93896, -2.12896, -0.67298], [1.85830, 0.58966, 0.07470], [0.78174, -0.07537, -0.56704], [-1.22447, 0.16175, 2.03679], [-0.56752, 1.89476, -0.51000], [-1.59640, 0.33636, -0.27373], [-0.79499, 1.33514, 1.65926], [0.95785, 0.01340, -1.87312], [0.49112, -1.35039, -0.25186]], "forces_ev_per_a": [[3.752, -3.077, 2.264], [0.877, 1.579, -0.847], [0.814, -0.117, -0.679], [-0.927, -1.199, -0.938], [-3.863, 3.626, 2.137], [-0.348, -0.847, 0.408], [-0.221, 1.499, -1.672], [-0.470, 0.052, -1.177], [0.507, 0.560, -0.535], [0.867, 0.489, -1.025], [-0.988, -2.565, 2.064]], "fmax_ev_per_a": 5.7, "total_charge": 0, "e_homo_ev": -8.94, "gap_ev": 9.6, "de_lowest_kcal_mol": 22.90, "e_lumo_ev": 0.65}

***

Record 3
{"formula": "C2H5F2PS2", "method": "ωB97M-V with the def2-TZVPD basis set", "symbols": ["C", "P", "H", "F", "H", "C", "F", "H", "S", "S", "H", "H"], "positions_angstrom": [[0.73297, -0.13094, 0.32217], [-2.22016, -0.01243, 0.04753], [2.47490, 0.97207, 0.48597], [-1.69421, -0.98044, -1.16671], [2.53533, -0.47222, -0.53019], [1.96072, 0.36852, -0.33274], [-1.78108, -1.10733, 1.17194], [1.64492, 0.84752, -1.33865], [-4.06520, 0.63027, -0.10127], [-0.50476, 1.20796, 0.13977], [0.58222, -0.19016, 1.43405], [0.33435, -1.13283, -0.13188]], "forces_ev_per_a": [[-3.243, -1.981, 0.750], [0.917, -1.247, -0.710], [-0.233, -0.042, -1.873], [-1.232, 0.979, 0.973], [1.522, -1.379, -0.523], [-0.294, 1.974, 0.592], [-1.202, 1.160, -0.745], [1.038, -0.311, 1.851], [2.338, -0.799, 0.377], [-1.896, 0.185, -0.485], [1.558, -0.596, -0.966], [0.726, 2.056, 0.759]], "fmax_ev_per_a": 3.9, "total_charge": 0, "e_homo_ev": -9.78, "gap_ev": 10.1, "de_lowest_kcal_mol": 0.00, "e_lumo_ev": 0.32}

***

Repeat the second record exactly.
{"formula": "C2H5F2NS", "method": "ωB97M-V with the def2-TZVPD basis set", "symbols": ["C", "H", "H", "F", "C", "H", "H", "H", "S", "F", "N"], "positions_angstrom": [[-0.73141, 0.94456, -0.13508], [-0.11317, -1.72093, 0.51306], [0.93896, -2.12896, -0.67298], [1.85830, 0.58966, 0.07470], [0.78174, -0.07537, -0.56704], [-1.22447, 0.16175, 2.03679], [-0.56752, 1.89476, -0.51000], [-1.59640, 0.33636, -0.27373], [-0.79499, 1.33514, 1.65926], [0.95785, 0.01340, -1.87312], [0.49112, -1.35039, -0.25186]], "forces_ev_per_a": [[3.752, -3.077, 2.264], [0.877, 1.579, -0.847], [0.814, -0.117, -0.679], [-0.927, -1.199, -0.938], [-3.863, 3.626, 2.137], [-0.348, -0.847, 0.408], [-0.221, 1.499, -1.672], [-0.470, 0.052, -1.177], [0.507, 0.560, -0.535], [0.867, 0.489, -1.025], [-0.988, -2.565, 2.064]], "fmax_ev_per_a": 5.7, "total_charge": 0, "e_homo_ev": -8.94, "gap_ev": 9.6, "de_lowest_kcal_mol": 22.90, "e_lumo_ev": 0.65}